Record 1
{"formula": "C13H8N3O6Se3TeZr", "method": "the ωB97M-V functional and the def2-TZVPD basis", "e_tot_ev": -234983.4419, "total_charge": -1, "de_lowest_ev": 1.236, "symbols": ["Zr", "Se", "Se", "Te", "Se", "O", "C", "O", "C", "C", "C", "N", "C", "C", "C", "O", "O", "H", "H", "H", "O", "N", "N", "O", "C", "C", "C", "C", "C", "C", "H", "H", "H", "H", "H"], "positions_angstrom": [[-0.182, 0.025, -0.271], [-1.195, 0.124, -2.706], [-0.310, -1.994, -2.272], [2.238, -1.622, -2.131], [2.455, 0.446, -0.691], [-1.189, 1.916, 6.712], [-1.576, 2.500, 5.678], [-2.420, 3.406, 5.531], [-1.079, 1.876, 4.369], [-0.153, 0.836, 4.376], [0.286, 0.289, 3.188], [-0.141, 0.748, 2.008], [-1.038, 1.744, 2.002], [-1.545, 2.328, 3.137], [-1.436, 1.989, 0.564], [-2.561, 1.773, 0.168], [-0.364, 2.080, -0.233], [0.198, 0.480, 5.335], [1.006, -0.520, 3.154], [-2.278, 3.122, 3.109], [-1.726, -1.199, 0.507], [-1.462, -2.141, 1.336], [-0.226, -2.350, 1.437], [0.649, -1.658, 0.761], [0.258, -3.335, 2.398], [-0.628, -4.215, 2.992], [-0.132, -5.119, 3.915], [1.224, -5.135, 4.227], [2.087, -4.248, 3.605], [1.608, -3.334, 2.671], [-1.677, -4.188, 2.740], [-0.810, -5.815, 4.390], [1.601, -5.840, 4.955], [3.144, -4.261, 3.839], [2.257, -2.639, 2.159]], "nbo_charge": [1.57, -0.25, -0.09, 0.24, -0.44, -0.74, 0.72, -0.74, -0.02, -0.23, 0.04, -0.53, 0.12, -0.20, 0.68, -0.52, -0.76, 0.25, 0.20, 0.26, -0.57, 0.20, 0.17, -0.62, 0.18, -0.23, -0.20, -0.21, -0.20, -0.24, 0.25, 0.22, 0.22, 0.22, 0.26]}


Record 2
{"formula": "C13H8N4O5", "method": "the ωB97M-V functional and the def2-TZVPD basis", "e_tot_ev": -29804.0552, "smiles": "O=C(O)c1ccccc1Nc1ccc([N+](=O)[O-])c2nonc12", "symbols": ["O", "C", "O", "H", "C", "C", "C", "C", "C", "C", "N", "C", "C", "C", "C", "C", "N", "O", "N", "C", "N", "O", "O", "H", "H", "H", "H", "H", "H", "H"], "positions_angstrom": [[2.410, 3.575, 1.939], [1.599, 2.731, 1.658], [0.354, 3.071, 1.262], [0.269, 4.038, 1.258], [1.868, 1.277, 1.734], [3.063, 0.927, 2.367], [3.440, -0.390, 2.517], [2.604, -1.392, 2.048], [1.423, -1.071, 1.410], [1.043, 0.259, 1.218], [-0.150, 0.561, 0.579], [-0.759, -0.093, -0.438], [-0.225, -1.100, -1.232], [-0.954, -1.695, -2.263], [-2.250, -1.343, -2.583], [-2.840, -0.298, -1.837], [-4.007, 0.312, -1.878], [-3.980, 1.236, -0.926], [-2.837, 1.261, -0.249], [-2.081, 0.320, -0.776], [-2.946, -2.001, -3.639], [-4.074, -1.639, -3.892], [-2.354, -2.892, -4.222], [-0.492, -2.473, -2.852], [0.793, -1.417, -1.077], [-0.592, 1.432, 0.852], [0.758, -1.857, 1.088], [2.867, -2.430, 2.188], [4.367, -0.638, 3.009], [3.683, 1.728, 2.740]], "nbo_charge": [-0.58, 0.78, -0.71, 0.52, -0.25, -0.12, -0.24, -0.16, -0.28, 0.27, -0.58, 0.23, -0.32, -0.10, -0.05, 0.07, -0.04, -0.08, -0.09, 0.10, 0.53, -0.36, -0.40, 0.26, 0.24, 0.44, 0.23, 0.22, 0.22, 0.24]}


LUMO energy in eV, matching the order above: 1.39; -1.40